No. 1
{
  "formula": "C39H31BrCl3F4NOPPb",
  "method": "ωB97M-V with the def2-TZVPD basis set",
  "elements": ["H", "C", "H", "C", "C", "C", "H", "H", "C", "H", "C", "C", "C", "H", "C", "H", "H", "H", "C", "C", "C", "F", "H", "Br", "H", "C", "H", "C", "C", "H", "C", "F", "H", "F", "H", "C", "O", "C", "C", "C", "C", "C", "C", "C", "C", "H", "C", "C", "Cl", "Cl", "C", "C", "H", "H", "H", "P", "C", "H", "H", "C", "H", "N", "H", "H", "H", "C", "C", "C", "C", "C", "Cl", "H", "Pb", "H", "H", "F", "H", "H", "C", "H", "C", "C"],
  "coordinates": [[2.70797, 0.84232, 4.18595], [-0.58168, 3.02469, -0.90597], [-4.70140, -2.31589, 0.36506], [-1.26412, 2.58208, 1.79763], [-0.60757, -4.22994, -0.10948], [3.82488, 1.32857, 2.42351], [-0.34814, -0.09275, -5.96682], [0.80844, 4.60544, -0.41819], [-1.87609, -3.87479, -2.14018], [-3.83380, -2.79497, 1.83252], [3.75303, 1.72569, 1.09976], [-1.54964, 2.60031, -1.81882], [2.07361, -1.53617, 0.85786], [-2.58244, 2.99884, -3.64524], [1.62516, 2.08437, -3.50489], [4.02381, -2.10117, 1.50098], [0.59283, -4.56328, 1.63833], [0.65785, -5.84497, 0.43594], [-2.88501, -3.40729, 0.01290], [2.98989, -1.98669, 1.78404], [0.90811, 0.99330, -2.95193], [-1.12764, 5.54712, 3.91425], [4.07147, -1.96170, 4.52265], [-3.05765, 0.32697, 1.69484], [2.45789, 2.21937, -0.52402], [-2.41184, 1.99726, 2.31686], [3.03435, -3.33963, 4.88807], [-1.69263, -3.77506, 0.63010], [0.61389, -4.76560, 0.57141], [-1.39862, 5.12660, -4.02979], [-2.70493, 3.78794, 3.90717], [0.23477, 4.38023, 1.88710], [-2.06021, 1.65913, -1.64858], [-4.22121, 1.98220, 3.81692], [4.65393, 1.86675, 0.52176], [0.92057, 1.61441, -5.75537], [0.84472, 0.71202, -1.67309], [0.23154, 0.24361, -3.93462], [-0.70956, -4.27066, -1.49655], [-2.95170, -3.43750, -1.37450], [1.62457, 2.39163, -4.85264], [1.35273, 1.79669, 1.23571], [1.22143, -2.11976, 3.36772], [-4.10177, -3.09697, 0.82456], [-0.86736, 3.79528, 2.35563], [-2.67378, -3.22265, -4.02252], [-0.26473, 5.00120, -2.22010], [2.57245, -2.30485, 3.07425], [2.59969, 3.12715, -2.54323], [0.95479, 1.96384, -7.43695], [-1.55954, 4.40188, 3.39999], [3.53709, -2.80596, 4.08625], [4.27355, -3.45788, 3.62170], [1.52270, -4.34586, 0.14718], [0.84002, -2.34180, 4.35338], [-0.27532, 1.80351, 0.42085], [2.52182, 1.93764, 0.50738], [0.52866, 1.27215, 3.16350], [2.36702, -1.28227, -0.14901], [0.37092, -1.66029, 2.38387], [-1.63537, -3.77978, 1.70840], [0.78370, -1.38298, 1.14478], [-2.48401, -4.96248, -3.85871], [-4.71926, -3.99311, 0.89317], [-3.87610, -3.17840, -1.87037], [-1.84608, 3.34651, -2.93954], [2.65740, 1.15833, 3.15298], [-1.18742, 4.54796, -3.14620], [1.42571, 1.39283, 2.57090], [0.21151, 0.52379, -5.28580], [-0.65487, -1.15454, -3.41368], [-0.68146, -1.50981, 2.58421], [-0.78551, -0.70253, -0.59128], [4.78277, 1.15668, 2.88959], [0.22805, 5.94930, -2.37745], [-3.37888, 4.34486, 4.90286], [2.19411, 3.24059, -5.19582], [0.10947, -4.66622, -2.08102], [-2.02294, -4.00095, -3.62669], [-1.05826, -3.95869, -4.12998], [-3.13110, 2.58462, 3.35064], [0.06078, 4.24016, -1.10607]],
  "lowdin_charge": [0.112, -0.343, 0.077, -0.293, -0.294, -0.072, 0.108, 0.105, -0.326, 0.063, -0.054, -0.123, -0.124, 0.114, -0.541, 0.130, 0.072, 0.095, -0.319, -0.002, -0.459, 0.150, 0.095, 0.835, -0.008, -0.556, 0.089, -0.067, -0.036, 0.112, -0.119, 0.110, 0.073, 0.088, 0.114, -0.686, -0.356, -0.544, -0.027, -0.043, -0.135, -0.351, -0.002, -0.056, -0.204, 0.071, -0.074, -0.253, 0.816, 0.704, -0.116, -0.020, 0.093, 0.078, 0.126, 1.011, -0.106, 0.111, 0.123, -0.155, 0.116, -0.090, 0.095, 0.097, 0.129, -0.059, -0.078, -0.058, -0.103, -0.129, 0.736, 0.092, 1.208, 0.110, 0.115, 0.155, 0.106, 0.130, -0.084, 0.068, -0.254, -0.111],
  "de_lowest_kj_mol": 64.2,
  "homo_energy_ha": -0.379,
  "total_charge": 1,
  "lumo_ev": -2.723,
  "orbital_gap_ev": 7.6
}


No. 2
{
  "formula": "C39H31N2O4PS",
  "method": "ωB97M-V with the def2-TZVPD basis set",
  "elements": ["H", "H", "N", "O", "H", "C", "H", "H", "C", "C", "H", "H", "H", "C", "C", "C", "C", "H", "C", "H", "H", "H", "C", "H", "H", "O", "C", "H", "C", "C", "C", "C", "H", "C", "H", "H", "H", "S", "H", "C", "H", "O", "H", "C", "C", "C", "C", "H", "H", "H", "P", "C", "H", "C", "H", "O", "H", "C", "C", "N", "H", "C", "C", "C", "H", "C", "C", "C", "C", "C", "C", "C", "C", "C", "C", "C", "C", "H"],
  "coordinates": [[-0.04309, -3.31588, 2.19612], [-4.54141, -2.57122, -3.87001], [-2.42909, 3.58277, 1.93235], [1.79747, -1.29954, 7.21554], [-0.85858, -4.11381, 10.11572], [2.08011, -0.81877, 3.07151], [-1.69069, -5.66580, -6.48159], [2.70981, -0.05920, 2.62873], [2.32436, 4.71044, -0.54389], [1.02541, 2.23044, -2.05141], [2.38384, 5.10625, 0.47071], [3.15186, 5.11157, -1.12155], [2.33481, -4.56453, -7.44176], [1.25504, -3.18002, -6.21884], [1.39760, -4.34977, -6.94549], [1.77235, 7.46272, -1.46131], [-1.56652, -4.84610, 8.22512], [-0.04121, 1.69738, 2.32341], [-0.08001, -1.64289, -4.79731], [0.45586, -6.16521, -7.60042], [1.32881, 8.20793, -2.12397], [2.92787, 1.20383, -2.69804], [-0.24394, 2.75095, -1.53539], [0.55909, 6.67644, 0.14064], [-0.73208, 1.96340, -0.95803], [0.85959, -0.88495, -4.66700], [-1.55363, -0.15867, -3.45946], [1.04887, 4.91477, -2.28317], [-2.78039, 0.15552, -2.89859], [0.43811, -2.75355, 4.20437], [-3.86014, -0.70862, -3.05119], [0.33998, -5.24881, -7.03693], [-0.88397, 2.96222, -2.39506], [0.09675, -3.12609, 8.47569], [2.07488, -2.47934, -6.14175], [0.97313, 1.37493, 0.36595], [2.56503, -0.26324, 5.08573], [2.55933, 2.59582, 2.32572], [0.70659, -2.49068, 9.10292], [2.08286, 1.76015, -2.36427], [-0.26017, 6.82830, -1.44129], [-3.25020, -4.28626, -5.12454], [2.51661, 6.93884, -2.05522], [-2.32810, -3.50224, -5.04815], [-0.05065, 3.82609, 0.85099], [-1.46290, -4.75601, 6.84750], [1.34878, -1.68132, 2.25911], [-4.82041, -0.45636, -2.62131], [-2.06655, -5.38639, 6.20931], [1.41767, -1.59847, 1.18100], [0.85728, 2.29378, 1.42052], [0.97816, 5.03729, -1.19824], [2.23362, 8.02470, -0.65237], [-1.40386, 3.69885, 1.42982], [-0.71040, 0.51122, -3.35007], [-1.10491, -4.53003, 4.08356], [2.50053, 3.64001, -0.46688], [1.18304, -1.89873, 5.02109], [0.05061, -2.89938, -5.58553], [-2.39859, 5.37279, -1.19348], [-2.25925, -5.54954, 8.66801], [0.64984, 6.51923, -0.93680], [0.52940, -2.64561, 2.82265], [-1.39906, -1.33956, -4.17442], [-2.90271, 1.07812, -2.34465], [-1.45756, 4.75391, -0.97217], [-0.46966, -3.77736, 4.79267], [-3.70783, -1.89283, -3.75203], [-0.86389, -4.97263, -6.41130], [1.11946, -2.01220, 6.50576], [1.99909, -0.93022, 4.44977], [-2.47733, -2.21509, -4.31174], [-0.78123, -4.03619, 9.03920], [0.19477, -3.02195, 7.09373], [-0.15963, 4.07887, -0.72112], [-1.01605, -3.79504, -5.69027], [-0.57966, -3.84816, 6.27659], [0.40708, 4.66872, 1.36649]],
  "lowdin_charge": [0.120, 0.122, 0.192, 0.109, 0.107, -0.094, 0.121, 0.033, -0.080, -0.164, 0.074, 0.085, 0.108, -0.003, -0.056, -0.081, -0.057, 0.001, -0.275, 0.108, 0.070, 0.050, -0.166, 0.114, 0.113, 0.099, -0.001, 0.151, -0.055, -0.084, -0.050, -0.055, 0.127, -0.002, 0.119, -0.012, 0.123, 0.188, 0.120, 0.149, 0.093, 0.110, 0.064, -0.276, -0.356, -0.002, -0.064, 0.110, 0.120, 0.104, 0.443, -0.312, 0.074, -0.287, 0.095, 0.105, 0.029, -0.080, -0.083, 0.216, 0.107, -0.206, -0.003, -0.078, 0.100, -0.214, -0.278, 0.002, 0.000, -0.277, 0.005, -0.080, -0.057, -0.083, -0.362, -0.082, -0.083, 0.113],
  "homo_energy_ha": -0.341,
  "lumo_ev": -1.170,
  "smiles": "C#CC[C@](C#N)([C@H](C)CC)[C@@H](C#N)[PH2]=S.O=C1c2ccccc2C(=O)c2ccccc21.O=C1c2ccccc2C(=O)c2ccccc21",
  "orbital_gap_ev": 8.1
}